{"formula": "C18H54O18", "method": "wB97M-V/def2-TZVPD", "total_charge": 0, "homo_energy_ev": -9.32, "smiles": "OCCO.OCCO.OCCO.OCCO.OCCO.OCCO.OCCO.OCCO.OCCO", "gap_ev": 9.48, "e_above_lowest_kcal_mol": 128.42, "species": ["O", "C", "C", "O", "H", "H", "H", "H", "H", "H", "O", "C", "C", "O", "H", "H", "H", "H", "H", "H", "O", "C", "C", "O", "H", "H", "H", "H", "H", "H", "O", "C", "C", "O", "H", "H", "H", "H", "H", "H", "O", "C", "C", "O", "H", "H", "H", "H", "H", "H", "O", "C", "C", "O", "H", "H", "H", "H", "H", "H", "O", "C", "C", "O", "H", "H", "H", "H", "H", "H", "O", "C", "C", "O", "H", "H", "H", "H", "H", "H", "O", "C", "C", "O", "H", "H", "H", "H", "H", "H"], "xyz": [[1.113811, 6.359211, 2.636944], [0.987811, 5.089211, 3.196944], [-0.418189, 4.519211, 2.914944], [-0.458189, 3.267211, 3.502944], [1.263811, 6.439211, 1.683944], [1.703811, 4.415211, 2.751944], [1.375811, 5.032211, 4.200944], [-0.631189, 4.509211, 1.859944], [-1.167189, 5.204211, 3.292944], [-1.114189, 3.226211, 4.106944], [0.030811, -1.956789, 2.550944], [0.979811, -0.992789, 2.182944], [0.451811, 0.419211, 2.549944], [1.416811, 1.428211, 2.557944], [0.398811, -2.859789, 2.417944], [1.954811, -1.290789, 2.556944], [1.230811, -0.980789, 1.112944], [0.070811, 0.548211, 3.594944], [-0.491189, 0.720211, 2.062944], [0.882811, 2.213211, 2.855944], [-6.758189, -0.520789, -0.246056], [-5.427189, -0.714789, -0.526056], [-4.602189, 0.419211, 0.237944], [-3.268189, 0.229211, 0.144944], [-6.905189, -0.735789, 0.706944], [-5.332189, -1.734789, -0.095056], [-5.187189, -0.678789, -1.595056], [-4.998189, 0.655211, 1.281944], [-4.826189, 1.390211, -0.216056], [-2.984189, 0.747211, -0.642056], [1.665811, 0.136211, -1.715056], [1.763811, 1.271211, -0.951056], [0.400811, 1.918211, -0.574056], [0.683811, 3.144211, 0.110944], [2.394811, 0.118211, -2.280056], [2.270811, 1.064211, 0.065944], [2.408811, 2.068211, -1.442056], [-0.163189, 1.249211, -0.002056], [-0.081189, 2.047211, -1.534056], [0.703811, 2.992211, 1.031944], [4.193811, 0.743211, 6.009944], [3.773811, 0.316211, 4.713944], [4.657811, 0.890211, 3.631944], [4.026811, 0.578211, 2.411944], [3.856811, 0.107211, 6.685944], [3.611811, -0.802789, 4.731944], [2.852811, 0.740211, 4.512944], [5.618811, 0.463211, 3.782944], [4.795811, 1.963211, 3.679944], [3.211811, 1.049211, 2.324944], [0.338811, -1.018789, -4.890056], [0.155811, -2.434789, -4.847056], [-1.319189, -2.784789, -4.828056], [-1.462189, -4.235789, -4.928056], [0.321811, -0.812789, -4.004056], [0.654811, -2.881789, -5.799056], [0.839811, -2.893789, -4.106056], [-1.790189, -2.338789, -5.693056], [-1.867189, -2.420789, -3.974056], [-1.157189, -4.496789, -5.768056], [3.615811, -2.075789, -1.402056], [4.364811, -1.760789, -0.271056], [4.061811, -2.620789, 0.951944], [4.968811, -2.243789, 1.984944], [2.745811, -2.361789, -0.978056], [5.409811, -1.873789, -0.572056], [3.974811, -0.650789, -0.192056], [4.441811, -3.672789, 0.981944], [3.032811, -2.705789, 1.219944], [4.659811, -1.413789, 2.361944], [-3.699189, -0.273789, -3.653056], [-2.883189, 0.546211, -4.474056], [-2.359189, 1.649211, -3.493056], [-2.212189, 0.950211, -2.195056], [-4.272189, -0.848789, -4.178056], [-2.154189, -0.070789, -5.105056], [-3.573189, 0.775211, -5.315056], [-3.227189, 2.385211, -3.430056], [-1.493189, 2.222211, -3.898056], [-2.829189, 0.244211, -2.491056], [-2.818189, -4.227789, -0.690056], [-2.060189, -3.245789, -0.099056], [-1.616189, -2.203789, -1.179056], [-0.747189, -1.275789, -0.513056], [-3.561189, -3.806789, -1.064056], [-2.563189, -2.610789, 0.724944], [-1.156189, -3.685789, 0.346944], [-2.441189, -1.689789, -1.592056], [-1.003189, -2.781789, -1.927056], [-1.263189, -0.774789, 0.136944]], "forces_ev_per_angstrom": [[0.11, 1.53, 0.43], [-0.08, -0.70, -2.05], [0.97, 1.94, 0.74], [2.66, -1.16, -2.62], [-0.05, -0.83, 0.42], [0.34, -0.58, -0.77], [-0.82, 0.70, 0.86], [0.28, -0.39, -0.66], [-0.23, 0.08, 0.57], [-3.20, -0.44, 3.00], [-0.31, -0.96, -0.08], [0.59, 0.82, -0.76], [-1.45, -0.68, 2.65], [0.21, 1.73, -1.06], [-0.36, 1.12, 0.05], [0.23, 0.74, 1.05], [-0.74, -0.04, -0.33], [0.10, -1.60, -0.19], [0.55, -0.39, -0.99], [0.90, -0.74, 0.04], [-2.77, 0.79, 0.57], [1.24, 0.04, 2.33], [-2.74, 0.27, -0.13], [2.35, -0.03, -0.14], [0.17, 0.32, -1.31], [1.72, 0.32, -0.55], [-0.36, -0.03, 0.22], [0.65, -1.19, -0.79], [-0.52, -0.09, -0.52], [0.40, -0.36, 0.62], [-2.09, -0.71, 0.41], [1.18, 2.02, 2.57], [2.46, 0.24, -1.33], [-0.60, 0.28, -2.09], [1.83, -0.40, -1.37], [-0.41, 0.13, -1.35], [-0.82, -0.75, 0.45], [-0.95, -0.90, 0.91], [-0.56, 0.72, 0.09], [0.16, -0.61, 1.32], [-0.02, -0.74, 0.91], [0.53, -0.83, 1.38], [-0.89, -0.20, 0.48], [1.94, -1.33, -0.74], [0.44, 0.86, -0.95], [0.69, 1.00, -0.63], [-2.36, 0.69, -0.22], [1.07, -0.60, -0.84], [-0.18, 0.36, 0.59], [-1.08, 0.63, 0.17], [-0.08, -1.41, -2.66], [1.78, -0.58, -1.98], [0.57, -1.79, -0.69], [-0.81, 1.54, 2.11], [0.08, 1.53, 3.28], [-1.16, 0.87, 1.10], [-0.98, 0.20, 0.38], [-0.06, 0.33, -0.41], [0.06, -0.19, 0.55], [0.60, -0.43, -1.59], [-2.73, -2.47, -0.14], [-0.83, 2.18, -0.16], [3.01, -1.34, 0.37], [-0.68, 0.86, 0.88], [1.22, 0.63, -1.59], [-0.03, 0.46, 0.49], [1.78, -1.61, 1.34], [-0.80, 0.34, -1.72], [-1.03, 0.55, 0.36], [0.06, 0.46, -0.06], [-0.59, -1.07, 0.12], [0.09, -0.79, -2.53], [-1.62, 0.44, -0.46], [0.07, 1.17, -2.49], [0.29, 0.16, 0.19], [-0.01, 0.71, 1.73], [0.48, 1.49, 0.57], [1.11, -0.69, 0.23], [-0.26, -0.87, 0.77], [0.35, -0.51, 1.48], [0.33, -1.63, 0.63], [0.65, 2.66, 0.38], [2.31, -1.46, 2.06], [0.02, -0.09, -0.50], [-1.48, 0.52, -0.75], [0.34, -1.20, -0.94], [-0.35, 0.04, -0.21], [-1.08, 0.34, -0.76], [-0.64, 0.90, 0.47], [-0.18, -0.28, -0.23]], "lowdin_charge": [-0.05, -0.24, -0.22, -0.02, 0.11, 0.11, 0.13, 0.11, 0.13, 0.06, -0.06, -0.24, -0.22, -0.12, 0.11, 0.10, 0.10, 0.13, 0.12, 0.07, -0.09, -0.24, -0.27, -0.08, 0.11, 0.12, 0.11, 0.14, 0.12, 0.06, -0.04, -0.26, -0.19, -0.05, 0.06, 0.11, 0.14, 0.07, 0.10, 0.01, -0.08, -0.25, -0.22, -0.08, 0.10, 0.15, 0.07, 0.11, 0.13, 0.03, -0.04, -0.24, -0.22, -0.06, 0.02, 0.15, 0.13, 0.11, 0.09, 0.05, -0.11, -0.25, -0.24, -0.08, 0.11, 0.13, 0.14, 0.14, 0.08, 0.04, -0.11, -0.20, -0.13, -0.12, 0.13, 0.12, 0.13, 0.13, 0.13, 0.01, -0.03, -0.27, -0.21, -0.09, 0.06, 0.14, 0.12, 0.07, 0.13, 0.05]}